# 1
Entry from OMol25: a cluster of 10 separate species, C5H31N2O9 in total at a distorted geometry (wB97M-V/def2-TZVPD).

Summary:
- Strongest force on any atom: 4.82 eV/A
- Highest occupied orbital energy: -11.62 eV
- DFT total energy: -995.4806 a.u.
- ΔE to the lowest compared entry with this formula, charge and spin: 399.9 kJ/mol
- Charge: +1

```
47
C5H31N2O9 wB97M-V/def2-TZVPD
C 1.38384 -0.59400 3.45092
C 1.31743 -0.10236 1.99360
C 1.69526 -1.21756 1.03193
C 1.32894 -0.95917 -0.43701
C 2.10512 -0.13630 -1.21558
N 1.78865 0.26700 -2.56525
N -0.18096 0.27633 1.68962
H 1.06723 -1.68079 3.53529
H 0.47063 -0.08695 4.02104
H 2.31893 -0.25975 4.04142
H 1.85593 0.78458 1.85414
H 1.27600 -2.12168 1.37071
H 2.82448 -1.36449 1.04808
H 0.44716 -1.59583 -0.87921
H 2.99566 0.39082 -0.77230
H 1.04133 -0.30302 -2.82112
H 2.72439 0.26877 -3.02086
H -0.29478 1.02277 0.84007
H -0.65922 0.60565 2.57799
H -0.72535 -0.60355 1.34010
H -0.10466 2.23451 4.14697
H -0.69152 2.89328 3.02434
O -0.76391 2.02079 3.46656
H -1.05043 -1.13500 -2.33447
H -1.41363 -1.66892 -3.72716
O -1.08312 -0.90485 -3.22072
H 0.70847 -3.44730 -0.50599
H -0.17287 -4.30717 -1.51288
O 0.70936 -3.95110 -1.28734
H 1.04851 3.24107 0.32159
H -0.50467 2.81548 0.05963
O 0.07913 3.14137 0.76180
H -2.83733 0.45618 -3.15360
H -3.80178 1.52152 -2.61597
O -3.12169 0.84212 -2.31387
H -1.73862 -4.20741 0.62780
H -2.21072 -2.70113 0.10269
O -1.93582 -3.23602 0.79287
H -1.62172 1.72750 -1.91603
H -1.69689 3.15933 -2.09346
O -1.34006 2.51952 -1.56487
H -3.44429 -0.78408 0.12669
H -2.64114 -0.19682 -1.07049
O -2.59114 -0.80115 -0.26819
H 3.29306 2.85419 -0.79444
H 1.81876 2.38250 -1.42299
O 2.32808 2.94112 -0.71207
```

Charges in e, computed with natural (NBO), in the same order as the atoms: C -0.6463; C -0.0290; C -0.4547; C -0.3514; C 0.0258; N -0.8369; N -0.7712; H 0.2352; H 0.2132; H 0.2584; H 0.2221; H 0.2175; H 0.2443; H 0.1981; H 0.1930; H 0.3972; H 0.3972; H 0.4765; H 0.4763; H 0.4442; H 0.4857; H 0.5142; O -0.9560; H 0.4739; H 0.4966; O -0.9597; H 0.4696; H 0.4760; O -0.9379; H 0.5203; H 0.4890; O -1.0389; H 0.5104; H 0.5125; O -0.9787; H 0.4930; H 0.4920; O -0.9897; H 0.4822; H 0.4753; O -0.9554; H 0.4902; H 0.5064; O -1.0133; H 0.5007; H 0.5203; O -0.9884


# 2
Entry from OMol25: a cluster of 10 separate species, C5H31N2O9S in total at a distorted geometry (wB97M-V/def2-TZVPD).

Summary:
- Strongest force on any atom: 2.61 eV/A
- Highest occupied orbital energy (spin up / spin down): -9.72 / -9.63 eV
- DFT total energy: -1393.8817 a.u.
- Spin multiplicity: 2

```
48
C5H31N2O9S wB97M-V/def2-TZVPD
C -0.11788 -2.27274 -2.30921
N 0.34960 -1.92494 -0.95630
C 1.48917 -0.97757 -0.93043
C 2.81087 -1.74658 -0.75282
S 3.24129 -2.07359 0.96939
C 1.26741 0.13949 0.08670
N 0.65480 1.27929 -0.58278
C 0.46585 2.39976 0.33715
H -0.11489 -1.39213 -2.95613
H -1.18411 -2.51207 -2.21603
H 0.36896 -3.14139 -2.74482
H 0.61233 -2.76984 -0.46482
H 1.52118 -0.46975 -1.88857
H 3.61495 -1.10911 -1.12693
H 2.78071 -2.69590 -1.28474
H 2.18017 0.46291 0.59172
H 0.60547 -0.20253 0.87928
H -0.23620 1.02101 -0.98612
H -0.01589 2.16032 1.25925
H -0.27789 3.05887 -0.15232
H 1.34003 3.04885 0.39073
H 1.69446 1.83578 2.75489
H 3.11524 1.69822 2.10261
O 2.64034 2.03281 2.86526
H -1.12786 1.52479 2.93711
H -0.73359 0.44658 3.83863
O -0.48146 1.35789 3.64141
H -2.70823 -3.78244 -0.36333
H -2.72913 -2.44676 0.35173
O -3.26671 -3.01614 -0.21867
H 1.32989 2.68934 -1.97842
H 0.47620 3.82843 -2.36060
O 1.06682 3.19287 -2.78034
H -2.97328 1.07939 1.08230
H -2.20075 -0.12579 1.61674
O -2.75676 0.62469 1.90153
H -1.08464 -2.22238 2.30321
H -0.64198 -1.70930 0.95005
O -1.44971 -1.81603 1.49318
H -2.68295 -0.24241 -1.31964
H -2.76868 0.40653 -2.68823
O -2.58561 0.61334 -1.76794
H -0.76899 2.45171 -3.35725
H -1.78479 3.42079 -2.65182
O -1.69871 2.73885 -3.31916
H 1.06666 -2.27025 2.96809
H 1.23101 -1.01649 3.53983
O 0.46731 -1.57637 3.29664
```

Charges in e, computed with natural (NBO), in the same order as the atoms: C -0.4250; N -0.6643; C -0.0829; C -0.5867; S 0.0957; C -0.2184; N -0.6694; C -0.4404; H 0.2076; H 0.2111; H 0.1822; H 0.3560; H 0.2172; H 0.2386; H 0.2473; H 0.1794; H 0.1831; H 0.3894; H 0.1898; H 0.1947; H 0.2063; H 0.4907; H 0.4588; O -0.9475; H 0.4883; H 0.4756; O -0.9659; H 0.4580; H 0.4918; O -0.9647; H 0.4894; H 0.4572; O -0.9504; H 0.4750; H 0.4927; O -0.9761; H 0.5077; H 0.4989; O -0.9904; H 0.4707; H 0.4852; O -0.9533; H 0.4939; H 0.4614; O -0.9619; H 0.4754; H 0.4931; O -0.9647


# 3
Entry from OMol25: a cluster of 11 separate species, C5H32N2O11 in total at a distorted geometry (wB97M-V/def2-TZVPD).

Summary:
- Strongest force on any atom: 3.82 eV/A
- Highest occupied orbital energy: -8.96 eV
- DFT total energy: -1146.8447 a.u.
- ΔE to the lowest compared entry with this formula, charge and spin: 264.4 kJ/mol
- Structure (SMILES): CC[C@H](C)NC(N)=O.O.O.O.O.O.O.O.O.O.O

```
50
C5H32N2O11 wB97M-V/def2-TZVPD
C 0.57999 0.42788 2.24870
C 0.29374 1.79907 1.64758
C -0.61642 1.83539 0.43985
C -2.14019 1.78366 0.76502
N -0.35619 0.68762 -0.46751
C 0.50366 0.77668 -1.50279
N 0.66661 -0.40512 -2.24437
O 1.22728 1.74064 -1.78325
H -0.38012 -0.13186 2.29276
H 1.09455 -0.19777 1.51202
H 1.02786 0.44058 3.23514
H 1.25857 2.27966 1.44944
H -0.11972 2.47599 2.40150
H -0.41617 2.69277 -0.21200
H -2.27340 2.02595 1.83384
H -2.49552 0.74750 0.77901
H -2.67358 2.48638 0.14791
H -1.15393 -0.01286 -0.53182
H 1.31004 -0.35077 -3.01813
H -0.20801 -0.79067 -2.55999
O -3.48348 -0.61408 0.53301
H -3.02431 -0.90055 1.35911
H -4.27455 -0.15011 0.79283
O -2.58996 -1.60949 2.98123
H -3.14211 -2.23914 3.44751
H -1.73579 -1.96003 2.71530
O -0.98577 -0.74447 -4.43518
H -1.21685 -1.67174 -4.26969
H -1.83273 -0.29046 -4.38165
O 3.59741 1.96769 0.24264
H 3.88965 2.29812 1.09673
H 3.32456 2.77525 -0.23235
O 0.03533 -3.11225 2.64293
H -0.34157 -3.45753 1.82642
H 0.92448 -2.75573 2.51804
O -1.89936 -0.55533 -1.56516
H -2.51546 0.13021 -1.80690
H -2.25426 -1.08101 -0.82952
O 2.01181 4.02211 -0.58092
H 1.30518 4.54639 -0.21680
H 1.64390 3.25231 -1.07188
O 3.74456 -0.13926 -1.40451
H 3.12166 0.48286 -1.80220
H 3.98181 0.31960 -0.57694
O 1.95627 -2.47358 -0.67130
H 2.15769 -1.55955 -0.93427
H 2.84573 -2.82243 -0.53986
O -0.34718 -4.00584 -0.15475
H -0.37064 -4.62418 -0.88932
H 0.34496 -3.33848 -0.22545
```

Charges in e, computed with natural (NBO), in the same order as the atoms: C -0.6113; C -0.4212; C -0.0398; C -0.6688; N -0.6632; C 0.8011; N -0.8778; O -0.7519; H 0.1835; H 0.2192; H 0.2161; H 0.2248; H 0.1946; H 0.1988; H 0.2081; H 0.2373; H 0.2079; H 0.4228; H 0.3879; H 0.4168; O -0.9907; H 0.5155; H 0.4910; O -0.9857; H 0.4939; H 0.5126; O -0.9293; H 0.4730; H 0.4698; O -0.9829; H 0.4714; H 0.5104; O -0.9868; H 0.5024; H 0.4902; O -0.9261; H 0.4937; H 0.5221; O -1.0080; H 0.4759; H 0.5142; O -0.9901; H 0.4810; H 0.5030; O -0.9935; H 0.5202; H 0.4765; O -1.0118; H 0.4862; H 0.5166


Repeat the third record exactly.
Entry from OMol25: a cluster of 11 separate species, C5H32N2O11 in total at a distorted geometry (wB97M-V/def2-TZVPD).

Summary:
- Strongest force on any atom: 3.82 eV/A
- Highest occupied orbital energy: -8.96 eV
- DFT total energy: -1146.8447 a.u.
- ΔE to the lowest compared entry with this formula, charge and spin: 264.4 kJ/mol
- Structure (SMILES): CC[C@H](C)NC(N)=O.O.O.O.O.O.O.O.O.O.O

```
50
C5H32N2O11 wB97M-V/def2-TZVPD
C 0.57999 0.42788 2.24870
C 0.29374 1.79907 1.64758
C -0.61642 1.83539 0.43985
C -2.14019 1.78366 0.76502
N -0.35619 0.68762 -0.46751
C 0.50366 0.77668 -1.50279
N 0.66661 -0.40512 -2.24437
O 1.22728 1.74064 -1.78325
H -0.38012 -0.13186 2.29276
H 1.09455 -0.19777 1.51202
H 1.02786 0.44058 3.23514
H 1.25857 2.27966 1.44944
H -0.11972 2.47599 2.40150
H -0.41617 2.69277 -0.21200
H -2.27340 2.02595 1.83384
H -2.49552 0.74750 0.77901
H -2.67358 2.48638 0.14791
H -1.15393 -0.01286 -0.53182
H 1.31004 -0.35077 -3.01813
H -0.20801 -0.79067 -2.55999
O -3.48348 -0.61408 0.53301
H -3.02431 -0.90055 1.35911
H -4.27455 -0.15011 0.79283
O -2.58996 -1.60949 2.98123
H -3.14211 -2.23914 3.44751
H -1.73579 -1.96003 2.71530
O -0.98577 -0.74447 -4.43518
H -1.21685 -1.67174 -4.26969
H -1.83273 -0.29046 -4.38165
O 3.59741 1.96769 0.24264
H 3.88965 2.29812 1.09673
H 3.32456 2.77525 -0.23235
O 0.03533 -3.11225 2.64293
H -0.34157 -3.45753 1.82642
H 0.92448 -2.75573 2.51804
O -1.89936 -0.55533 -1.56516
H -2.51546 0.13021 -1.80690
H -2.25426 -1.08101 -0.82952
O 2.01181 4.02211 -0.58092
H 1.30518 4.54639 -0.21680
H 1.64390 3.25231 -1.07188
O 3.74456 -0.13926 -1.40451
H 3.12166 0.48286 -1.80220
H 3.98181 0.31960 -0.57694
O 1.95627 -2.47358 -0.67130
H 2.15769 -1.55955 -0.93427
H 2.84573 -2.82243 -0.53986
O -0.34718 -4.00584 -0.15475
H -0.37064 -4.62418 -0.88932
H 0.34496 -3.33848 -0.22545
```

Charges in e, computed with natural (NBO), in the same order as the atoms: C -0.6113; C -0.4212; C -0.0398; C -0.6688; N -0.6632; C 0.8011; N -0.8778; O -0.7519; H 0.1835; H 0.2192; H 0.2161; H 0.2248; H 0.1946; H 0.1988; H 0.2081; H 0.2373; H 0.2079; H 0.4228; H 0.3879; H 0.4168; O -0.9907; H 0.5155; H 0.4910; O -0.9857; H 0.4939; H 0.5126; O -0.9293; H 0.4730; H 0.4698; O -0.9829; H 0.4714; H 0.5104; O -0.9868; H 0.5024; H 0.4902; O -0.9261; H 0.4937; H 0.5221; O -1.0080; H 0.4759; H 0.5142; O -0.9901; H 0.4810; H 0.5030; O -0.9935; H 0.5202; H 0.4765; O -1.0118; H 0.4862; H 0.5166


Q: Which of these has the highest DFT total energy?
A: C5H31N2O9


Q: Look up the DFT total energy of the second one.
A: -1393.8817 a.u.